{
  "formula": "C3H3ClFO2S",
  "method": "wB97M-V/def2-TZVPD",
  "symbols": ["C", "C", "C", "O", "O", "F", "S", "Cl", "H", "H", "H"],
  "xyz": [[-0.26, 0.45, -0.90], [0.30, 0.40, 0.50], [-1.43, -0.01, -0.10], [1.77, -1.57, -0.43], [2.56, -0.32, 1.56], [-1.80, -1.31, -0.07], [1.45, -1.09, 0.94], [-2.73, 1.05, 0.36], [-0.36, 1.41, -1.40], [0.18, -0.31, -1.55], [0.31, 1.30, 1.10]],
  "de_lowest_ev": 0.386,
  "gap_ev": 6.78,
  "charge": -1,
  "molar_mass_g_mol": 157.57
}